{"formula": "C23H55BrFO13P3Si", "method": "ωB97M-V/def2-TZVPD", "species": ["C", "C", "C", "Br", "Si", "C", "C", "O", "F", "H", "H", "H", "H", "H", "H", "H", "H", "H", "H", "C", "C", "O", "P", "O", "O", "C", "C", "O", "C", "C", "H", "H", "H", "H", "H", "H", "H", "H", "H", "H", "H", "H", "H", "H", "H", "C", "C", "O", "P", "O", "O", "C", "C", "O", "C", "C", "H", "H", "H", "H", "H", "H", "H", "H", "H", "H", "H", "H", "H", "H", "H", "C", "C", "O", "P", "O", "O", "C", "C", "O", "C", "C", "H", "H", "H", "H", "H", "H", "H", "H", "H", "H", "H", "H", "H", "H", "H"], "xyz": [[-2.61311, -3.52917, 5.35742], [-2.33754, -2.88278, 3.90874], [-2.11056, -1.28679, 3.92412], [-1.28951, -0.78561, 2.17048], [-1.13864, -0.61886, 5.43603], [0.27347, 0.61290, 4.99375], [1.63641, -0.14235, 4.64909], [2.14800, -0.83996, 5.54700], [2.30802, -0.07647, 3.40423], [-3.21056, -4.51007, 5.24353], [-3.27326, -2.85035, 6.01782], [-1.59439, -3.70819, 5.85040], [-3.29729, -3.07188, 3.29199], [-1.44678, -3.35667, 3.36138], [-3.16628, -0.81729, 3.97469], [-2.09605, 0.15553, 6.26420], [-0.60856, -1.72841, 6.23238], [0.48178, 1.21294, 5.95981], [-0.01889, 1.38392, 4.19002], [-0.49793, 2.05809, -6.20983], [0.08261, 2.56281, -4.90170], [-0.04650, 1.58863, -3.87497], [1.01876, 0.32313, -3.85223], [2.20171, 1.08623, -3.24857], [0.51108, -0.34376, -2.41651], [1.46068, -0.64863, -1.39643], [1.48983, 0.44611, -0.34740], [-0.20771, -0.60960, -4.60111], [0.13591, -1.94862, -4.97596], [0.01080, -2.91541, -3.80997], [0.09945, 1.23256, -6.60656], [-0.51897, 2.85542, -6.95660], [-1.51280, 1.68061, -6.06352], [1.13206, 2.84682, -5.02359], [-0.46751, 3.44853, -4.57537], [2.45171, -0.82417, -1.82276], [1.14936, -1.58652, -0.92650], [1.64083, 1.43403, -0.78929], [2.28655, 0.26692, 0.37808], [0.53585, 0.48636, 0.18360], [1.14447, -1.97202, -5.39992], [-0.56268, -2.24501, -5.76187], [0.87224, -2.83171, -3.14387], [-0.02237, -3.94788, -4.17033], [-0.88501, -2.71189, -3.22017], [-3.81516, 1.62457, 0.16247], [-4.12417, 0.17316, -0.15294], [-5.31820, -0.24612, 0.49835], [-6.76944, 0.19990, -0.15536], [-6.79108, -0.83313, -1.28658], [-7.74284, -0.67032, 0.87652], [-8.75115, -1.52965, 0.35263], [-8.27111, -2.96846, 0.33245], [-6.81794, 1.44698, 1.01877], [-7.91348, 2.36610, 0.94140], [-9.16009, 1.82389, 1.62109], [-4.56156, 2.28662, -0.28578], [-2.83265, 1.90352, -0.22559], [-3.83487, 1.79964, 1.24109], [-4.20561, 0.01603, -1.23244], [-3.31535, -0.46059, 0.21690], [-9.07296, -1.19838, -0.63793], [-9.62307, -1.45257, 1.00921], [-7.31211, -3.07265, -0.18065], [-9.00049, -3.61347, -0.16288], [-8.11909, -3.33080, 1.35174], [-8.11484, 2.62202, -0.10328], [-7.59639, 3.27809, 1.45254], [-9.66472, 1.09710, 0.98086], [-9.87086, 2.63183, 1.81863], [-8.91449, 1.32404, 2.56000], [6.77889, 1.82191, -3.62472], [5.74198, 1.09736, -2.78620], [6.35229, 0.41042, -1.70035], [6.80648, 1.28369, -0.37207], [5.41111, 1.42500, 0.24492], [7.27304, -0.00113, 0.57621], [6.77001, -0.12943, 1.90369], [5.61511, -1.11191, 1.94638], [8.39820, 1.25902, -1.00648], [9.39102, 2.00252, -0.29098], [9.95911, 1.21458, 0.87796], [7.22776, 2.64469, -3.06115], [6.32512, 2.23377, -4.52928], [7.58916, 1.14593, -3.90892], [4.98342, 1.79232, -2.41562], [5.23656, 0.34714, -3.39828], [6.48597, 0.84413, 2.31126], [7.58444, -0.50731, 2.52917], [4.83946, -0.86358, 1.21780], [5.16186, -1.13457, 2.93986], [5.96429, -2.11688, 1.69814], [8.97501, 2.95776, 0.04366], [10.19411, 2.21889, -0.99940], [9.27071, 1.22967, 1.72566], [10.90108, 1.65657, 1.21622], [10.12883, 0.17065, 0.60762]], "forces_ev_per_angstrom": [[0.142, 0.068, -0.316], [-0.871, 0.063, -0.288], [-1.515, -0.950, 0.113], [-0.336, -0.059, 0.883], [0.140, 0.437, -0.570], [1.373, 1.138, -1.014], [1.377, -2.078, 3.205], [-1.606, 2.558, -3.828], [-1.878, 0.327, 2.168], [1.202, 1.471, 0.141], [1.157, -0.886, -1.013], [-1.759, 0.074, -0.411], [1.718, 0.307, 0.680], [-1.369, 0.494, 1.018], [1.770, -0.537, -0.363], [0.058, -0.035, -0.055], [0.187, 0.012, 0.027], [-0.116, -1.071, -1.493], [0.390, -1.340, 1.115], [0.014, -0.060, -0.167], [-0.198, 0.135, -0.221], [0.482, -0.356, -0.753], [-5.539, 3.081, 7.006], [1.239, -2.001, -3.802], [0.598, -0.885, -0.949], [0.157, 0.178, 0.452], [-0.036, 0.192, 0.067], [3.380, 0.444, -1.520], [-0.280, -0.736, -0.027], [0.330, -0.129, 0.193], [-0.033, 0.061, -0.057], [0.024, -0.032, 0.034], [0.089, 0.092, 0.028], [0.011, 0.064, 0.046], [0.063, -0.112, 0.131], [-0.057, 0.169, 0.059], [-0.140, 0.008, -0.137], [0.144, -0.179, -0.095], [-0.053, -0.004, -0.007], [0.035, -0.079, 0.016], [-0.102, -0.128, -0.075], [0.055, 0.209, -0.018], [-0.128, -0.028, 0.032], [-0.042, 0.125, -0.052], [0.036, 0.012, -0.151], [0.023, 0.157, -0.054], [0.394, 0.172, -0.004], [-0.347, 0.733, -0.521], [1.947, -6.840, 6.108], [-0.668, 4.099, -1.558], [-0.618, 1.081, -0.548], [-0.048, -0.424, -0.054], [0.177, -0.161, 0.032], [-0.270, 0.697, -3.629], [-0.475, 0.390, 0.433], [-0.310, -0.136, -0.219], [0.081, 0.033, -0.007], [-0.045, -0.035, -0.004], [0.049, -0.086, -0.085], [0.012, -0.055, -0.007], [-0.240, -0.034, -0.020], [0.145, -0.117, 0.028], [0.109, 0.127, 0.087], [-0.159, 0.159, -0.102], [0.001, 0.025, 0.050], [-0.097, 0.029, -0.017], [-0.043, 0.143, 0.111], [0.160, -0.087, -0.112], [0.007, 0.004, 0.135], [0.138, -0.010, -0.007], [0.059, 0.120, -0.079], [0.102, 0.124, -0.043], [-0.013, 0.096, -0.360], [0.308, 0.917, 0.137], [-1.418, -9.259, -0.790], [1.970, 3.956, -0.418], [0.625, 1.214, 0.299], [-0.324, -0.262, 0.205], [-0.142, -0.145, -0.086], [-1.734, 3.171, 0.803], [0.714, -0.034, 0.207], [-0.105, 0.090, 0.381], [-0.015, 0.019, -0.090], [-0.005, -0.006, 0.059], [-0.117, 0.020, 0.010], [-0.096, -0.094, -0.038], [-0.011, -0.011, 0.202], [-0.119, -0.108, -0.102], [0.098, 0.014, -0.164], [0.092, 0.194, 0.118], [0.026, -0.014, -0.028], [0.051, 0.040, 0.074], [0.181, 0.018, -0.030], [-0.190, 0.013, -0.093], [0.084, -0.099, -0.040], [-0.064, -0.009, -0.122], [0.004, 0.136, -0.076]], "mulliken_charge": [-1.0345, -0.4245, -0.0701, -0.0752, 0.2848, -0.5099, 0.4224, -0.4986, -0.1564, 0.3331, 0.2448, 0.2771, 0.2541, 0.3082, 0.3414, -0.1399, -0.1354, 0.3210, 0.3245, -0.9507, -0.3369, -0.2734, 1.0687, -0.6855, -0.3297, -0.3797, -0.7187, -0.2605, -0.3916, -0.8848, 0.2342, 0.4095, 0.2214, 0.2304, 0.3239, 0.3577, 0.4257, 0.3324, 0.0585, 0.0214, 0.3137, 0.3333, 0.1636, 0.4135, 0.2455, -1.0021, -0.1236, -0.3190, 1.0385, -0.7085, -0.3377, -0.3498, -1.2488, -0.2214, -0.3964, -0.9023, 0.3438, 0.3696, 0.2334, 0.3071, 0.0598, 0.3920, 0.3982, 0.2923, 0.3709, 0.3054, 0.3157, 0.3254, 0.1648, 0.4096, 0.2655, -1.1501, -0.1093, -0.3726, 1.1060, -0.6630, -0.3388, -0.3861, -0.9888, -0.2566, -0.3905, -0.9101, 0.2454, 0.4150, 0.2671, 0.2710, 0.2347, 0.3757, 0.4022, 0.0783, 0.3828, 0.3036, 0.3208, 0.3271, 0.1676, 0.4081, 0.2694], "smiles": "CC[C@H](Br)[SiH2]CC(=O)F.CCOP(=O)(OCC)OCC.CCOP(=O)(OCC)OCC.CCOP(=O)(OCC)OCC", "homo_ev": -9.801, "fmax_ev_per_a": 9.45, "charge": 0, "molar_mass_g_mol": 759.59, "energy_ha": -5874.7897}



{"formula": "C23H55N4O8P", "method": "ωB97M-V/def2-TZVPD", "species": ["C", "C", "C", "C", "N", "C", "C", "C", "C", "C", "H", "H", "H", "H", "H", "H", "H", "H", "H", "H", "H", "H", "H", "H", "H", "H", "H", "H", "H", "H", "C", "C", "O", "H", "H", "H", "H", "H", "C", "C", "O", "N", "C", "H", "H", "H", "H", "H", "H", "H", "C", "C", "O", "N", "C", "H", "H", "H", "H", "H", "H", "H", "C", "C", "O", "N", "C", "H", "H", "H", "H", "H", "H", "H", "C", "O", "P", "O", "O", "C", "O", "C", "H", "H", "H", "H", "H", "H", "H", "H", "H"], "xyz": [[7.26110, 2.13650, -1.43344], [6.44023, 2.89196, -0.38522], [4.92676, 2.34957, -0.30817], [3.91040, 3.07289, 0.65554], [2.51934, 2.47422, 0.77593], [1.50834, 3.49123, 1.39666], [0.13045, 3.20352, 0.92233], [0.44688, 3.01295, -0.58305], [1.84240, 2.37881, -0.62631], [2.66517, 1.11356, 1.52236], [6.89394, 2.34109, -2.43914], [6.96560, 1.08780, -1.40146], [8.31579, 2.34259, -1.25114], [6.42076, 3.94563, -0.66363], [6.89338, 2.87326, 0.60594], [4.96751, 1.26078, -0.27680], [4.56834, 2.48432, -1.32869], [3.94010, 4.14114, 0.44094], [4.16058, 3.10750, 1.71588], [1.49433, 3.57922, 2.48301], [1.75400, 4.50065, 1.06677], [-0.12158, 2.22533, 1.33189], [-0.72245, 3.84501, 1.14401], [-0.21088, 2.38542, -1.18445], [0.58208, 3.92564, -1.16342], [1.92080, 1.36444, -1.01749], [2.41648, 2.90365, -1.38991], [2.92411, 1.21419, 2.57637], [3.38562, 0.55968, 0.92047], [1.67719, 0.67735, 1.37505], [-0.88350, -0.74012, 0.06771], [0.28760, -1.27273, -0.77896], [1.33887, -1.54712, 0.07774], [-1.18712, -1.36003, 0.91129], [-1.74420, -0.41705, -0.51790], [-0.83604, 0.25748, 0.50433], [0.46079, -0.39617, -1.40325], [-0.01962, -2.10658, -1.41015], [4.90968, -2.33161, -1.16641], [4.65317, -1.40768, -2.30867], [5.50572, -1.28777, -3.16519], [3.40583, -0.82574, -2.37919], [2.93214, 0.12087, -3.45418], [5.79676, -2.10003, -0.57687], [5.01580, -3.29236, -1.67022], [4.01390, -2.37427, -0.54685], [2.79051, -1.08897, -1.62275], [3.48474, 0.05115, -4.39113], [3.08024, 1.14499, -3.11163], [1.84705, 0.22011, -3.48304], [-0.01985, -4.07517, 1.72319], [0.26239, -3.31218, 3.03517], [-0.14777, -3.77503, 4.10918], [0.95595, -2.18289, 2.91324], [1.44617, -1.36402, 4.07830], [-0.92115, -4.68779, 1.74503], [0.93094, -4.55229, 1.48556], [-0.17449, -3.47894, 0.82391], [1.07213, -1.84925, 1.96704], [1.29807, -1.79665, 5.06775], [1.04759, -0.35874, 3.94186], [2.50552, -1.29257, 3.83178], [-2.57520, 0.72218, -3.16301], [-3.79863, 1.58507, -3.61258], [-3.78506, 2.77301, -3.52864], [-4.83585, 0.90468, -4.11250], [-5.94554, 1.39209, -4.82942], [-2.72208, 0.26078, -2.18647], [-1.71255, 1.38293, -3.07736], [-2.36346, -0.06901, -3.88223], [-4.79634, 0.01637, -3.63347], [-6.64848, 0.59274, -5.06394], [-5.65795, 1.93141, -5.73193], [-6.34751, 1.96428, -3.99329], [-8.44610, -1.85011, 3.91076], [-7.05627, -2.10639, 3.94102], [-6.22752, -2.64633, 2.66110], [-6.76438, -3.83827, 1.95658], [-4.72066, -2.80401, 3.29181], [-3.65121, -2.93714, 2.45698], [-6.09218, -1.30225, 1.68852], [-5.63615, -1.29498, 0.41908], [-8.68019, -1.14717, 4.71024], [-8.98292, -2.76957, 4.14428], [-8.72776, -1.38706, 2.96506], [-3.17007, -1.96042, 2.50818], [-3.80644, -3.15627, 1.40059], [-3.05524, -3.73484, 2.90039], [-4.72536, -0.74341, 0.18596], [-6.43212, -0.85804, -0.18393], [-5.62138, -2.33102, 0.08069]], "forces_ev_per_angstrom": [[-1.355, -0.337, 0.385], [-1.579, 0.179, 0.423], [0.489, 0.578, -0.536], [1.301, -0.197, 0.812], [-0.928, 1.291, -0.931], [0.494, 1.342, 1.709], [0.006, -1.983, -1.893], [0.232, -0.518, -0.397], [0.723, -0.755, -0.427], [-1.309, 1.038, -1.676], [0.509, 0.759, -0.122], [0.807, -0.414, 0.515], [-0.098, -0.355, -0.512], [-0.175, 0.149, 0.051], [0.070, -0.306, 0.008], [-0.055, -0.093, 0.805], [-0.279, 0.313, -0.139], [-0.827, -0.051, -0.646], [0.905, -0.446, 0.023], [0.802, -0.663, 0.133], [0.633, -0.182, -0.335], [-0.379, -0.165, 0.001], [0.647, 0.470, 0.124], [-0.400, 0.044, 0.366], [-0.587, 0.387, 0.500], [-0.342, -0.339, 0.639], [0.495, 0.327, 0.629], [0.088, 0.361, -0.286], [-0.037, -0.074, 0.396], [0.187, -0.370, 0.384], [-1.280, 0.765, 0.944], [-0.401, 0.533, 0.585], [-0.491, 0.381, -0.845], [-0.041, -0.382, -0.392], [-0.170, -1.263, -0.689], [1.554, 0.183, 0.335], [0.685, 0.124, -0.380], [0.050, -0.226, 0.200], [-1.064, -0.294, 0.186], [0.502, 0.335, -1.005], [-0.237, 0.706, -0.226], [-0.302, 0.522, -0.612], [0.563, 0.508, 1.901], [-0.080, 0.078, -0.267], [0.239, -0.176, 0.372], [0.168, -0.231, 0.433], [-0.108, 0.238, -0.342], [-0.416, -0.616, 0.116], [0.919, 0.312, 0.147], [-0.149, -1.308, -0.633], [0.336, 0.831, -0.251], [-2.238, -1.924, 0.950], [0.861, 0.766, -1.271], [0.173, 0.880, 1.065], [0.459, -0.268, -2.376], [0.577, -0.438, 0.597], [-0.313, -0.839, 0.096], [0.047, 0.680, 0.193], [0.412, 0.099, 0.373], [-0.344, -0.109, -0.485], [-0.297, -0.009, 0.587], [0.300, 0.149, 0.721], [-0.492, 0.275, -0.110], [0.749, -0.641, 0.221], [0.536, 2.353, -0.029], [2.782, -3.425, 0.531], [-1.112, 0.559, 1.359], [-0.278, -0.002, 0.007], [-0.120, 0.056, -0.121], [-0.006, 0.036, -0.002], [-0.865, -0.582, -0.995], [0.266, -0.005, -0.057], [-0.105, 0.181, 0.326], [-1.366, 1.185, -1.176], [-0.662, 0.095, 0.118], [2.388, -0.418, -1.322], [0.168, 0.319, -0.034], [0.698, 1.466, 0.600], [-4.676, 0.198, 0.722], [2.065, 0.147, -0.523], [-0.580, -0.562, 4.440], [-1.001, -1.064, -2.883], [0.282, 0.049, -0.031], [-0.097, 0.015, -0.442], [-0.219, -0.267, -0.015], [0.797, -0.114, -0.195], [-0.606, -0.232, 0.022], [0.481, 0.216, -0.274], [0.296, -0.091, 0.642], [0.076, 0.328, -0.307], [0.646, -0.070, -0.504]], "mulliken_charge": [-1.1299, -0.6472, -0.1586, -1.1023, 0.4451, -0.8782, -0.4148, -0.9006, 0.4349, -0.6436, 0.3353, 0.2522, 0.3676, 0.3402, 0.4244, 0.1802, 0.2675, 0.3836, 0.5616, 0.4817, 0.4179, 0.0226, 0.4594, 0.1467, 0.5197, -0.1943, 0.2765, 0.4190, 0.2190, 0.0831, 0.4547, 0.4714, -0.4273, -0.1758, -0.2324, -0.2365, -0.2312, 0.4711, -0.7836, 0.8136, -0.6360, 0.1515, -0.9062, 0.2711, 0.3066, 0.0799, -0.2346, 0.4276, 0.1779, 0.3307, -0.9076, 0.8484, -0.6824, 0.1063, -0.9858, 0.2981, 0.3530, 0.0872, -0.0491, 0.3579, 0.2797, 0.3212, -0.4747, 0.4216, -0.6126, -0.1629, -0.7864, -0.1674, 0.1978, 0.4205, 0.2109, 0.3118, 0.2330, 0.3472, -0.6192, -0.3059, 0.9359, -0.6410, -0.3546, -0.6240, -0.3371, -0.7006, 0.2418, 0.2684, 0.3024, 0.2116, 0.3347, 0.3898, 0.1389, 0.3034, 0.4286], "multiplicity": 2, "homo_ev": [-11.601, -11.601], "fmax_ev_per_a": 4.74, "charge": 1, "molar_mass_g_mol": 546.69, "energy_ha": -2071.3128, "s_squared": 0.754}



- Which of these has the highest charge?
  C23H55N4O8P